{"formula": "H8O4", "method": "ωB97M-V/def2-TZVPD", "smiles": "O.O.O.O", "homo_lumo_gap_ev": 10.77, "fmax_ev_per_a": 0.26, "charge": 0, "lumo_ha": 0.0084, "e_above_lowest_ev": 0.919, "symbols": ["O", "H", "H", "O", "H", "H", "O", "H", "H", "O", "H", "H"], "coordinates": [[-0.8316, 0.8550, 0.9498], [0.0100, 1.1667, 1.3062], [-0.6023, 0.3404, 0.1697], [-2.0864, -2.4241, -1.1528], [-1.7771, -1.5227, -1.0292], [-1.4128, -2.8453, -1.6906], [0.2479, -0.5564, -1.3741], [1.1731, -0.3546, -1.2093], [0.2445, -1.0147, -2.2186], [1.6733, 1.7282, 2.0504], [2.0029, 2.3668, 1.4117], [1.3585, 2.2606, 2.7868]]}